1.
The following is a DFT calculation (the ωB97M-V functional and the def2-TZVPD basis) of 12 unconnected molecules or ions with the total composition C4H29O13.

HOMO level, eV: -7.04
Orbital gap, eV: 9.981
Net charge: -1

Structure (XYZ):
```
46
Properties=species:S:1:pos:R:3:forces:R:3
O 0.007215 -0.486591 3.077243 0.114 0.074 0.077
C -0.463113 0.481448 2.517318 -0.976 -1.339 -0.400
C -1.268584 0.377619 1.234836 1.526 0.927 -0.394
C -0.446700 -0.369585 0.157959 0.195 1.272 0.153
C -1.226438 -0.459051 -1.137350 0.878 -0.940 -0.443
O -1.205707 0.722974 -1.893647 0.019 1.886 -0.569
H -0.358414 1.428778 2.977297 0.106 1.294 0.440
H -1.497451 1.392945 0.879887 -0.010 -0.232 0.183
H -2.193037 -0.139135 1.405475 -0.520 -0.469 0.268
H 0.524870 0.170073 -0.026963 -1.018 -0.554 0.233
H -0.176980 -1.333172 0.535211 -0.036 -0.582 0.024
H -0.751955 -1.254804 -1.769182 -0.640 0.300 0.527
H -2.279580 -0.689108 -0.970085 0.091 -0.416 0.147
H -0.514998 3.257905 -0.604617 -0.019 -0.037 0.089
H -2.014614 3.456086 -0.429791 -0.240 -0.015 0.128
O -1.165389 3.824113 -0.152703 -0.253 0.389 -0.121
H 0.272322 0.271159 -3.235053 0.444 0.187 0.175
H 1.255641 0.940634 -2.268443 -0.127 -0.208 -0.610
O 1.231709 0.309930 -3.044803 -0.220 0.062 0.101
H 2.756074 1.708401 0.959730 -0.273 1.131 1.759
H 2.116706 1.537729 -0.418397 0.727 -0.187 0.559
O 2.858799 1.211126 0.182591 -0.078 -0.818 -2.228
H -0.503436 1.437352 -1.609371 -0.363 -1.308 0.074
H 1.018801 2.899794 -1.676567 0.437 0.822 -0.603
O 0.756094 2.163815 -1.145659 -0.068 -0.539 0.107
H 0.205513 -3.297135 -0.754304 0.083 0.064 0.018
H 0.272375 -3.447273 0.822006 -0.802 -0.223 -1.184
O -0.276514 -3.696940 -0.019413 0.827 0.041 1.019
H 1.448114 -1.156869 -2.339996 0.118 -0.205 0.132
H 2.224576 -2.440538 -2.499577 1.955 -1.484 -1.898
O 1.650525 -2.040064 -1.914829 -2.048 1.396 1.494
H -3.780492 1.366811 -0.555968 -0.180 -0.230 0.250
H -2.581169 1.624158 -1.474216 -0.071 -0.207 -0.041
O -3.355093 2.062906 -1.050294 0.007 0.479 -0.247
H 0.821048 2.493582 0.528070 -0.101 0.292 0.409
H 0.272704 3.562960 1.446342 -0.618 0.587 -0.037
O 0.839032 2.802459 1.467398 0.876 -0.703 0.022
H 0.683945 -2.000539 2.508666 0.080 -0.231 -0.219
H 1.844823 -2.322415 1.477281 -1.046 -0.384 0.988
O 1.108087 -2.753065 2.052811 1.143 0.305 -0.653
H 2.907876 -0.514993 0.430209 0.067 -0.038 0.371
H 2.480841 -1.651980 -0.435680 -0.222 -0.493 -0.416
O 2.843285 -1.494667 0.444105 0.428 0.328 0.249
H -2.625027 -2.724597 1.518924 -0.236 0.066 0.210
H -1.905105 -3.100218 0.296771 1.446 -0.625 -0.814
O -2.764273 -2.808098 0.572937 -1.400 0.568 0.669
```
Forces are in eV/Å.

Mulliken population analysis, charges in e, atoms 1 to 2: -0.63, -0.26

---

2.
The following is a DFT calculation (the ωB97M-V functional and the def2-TZVPD basis) of a single C4H2Br2O molecule.

HOMO level, eV: -10.30
Orbital gap, eV: 9.256
SMILES: O=C(Br)C1=C[C@H]1Br

Structure (XYZ):
```
9
Properties=species:S:1:pos:R:3:forces:R:3
C 0.589928 0.101621 1.082996 -1.483 -0.967 -7.628
C -0.071583 0.262452 -0.062636 2.837 -1.426 2.296
C -1.274454 0.604638 -0.741464 -1.912 1.147 0.333
C 1.239855 -0.525523 -0.153274 -0.811 1.790 1.362
O -1.500233 0.845165 -1.866342 0.711 -0.338 -0.879
Br -2.860817 0.872885 0.467753 0.614 -0.257 0.156
Br 1.027833 -2.457731 -0.336954 0.528 0.572 -0.096
H 0.663314 0.290306 2.036420 0.345 0.777 4.936
H 2.186161 0.006183 -0.426495 -0.829 -1.298 -0.481
```
Forces are in eV/Å.

Mulliken population analysis, charges in e, atoms 1 to 2: -0.39, 0.26

---

3.
The following is a DFT calculation (the ωB97M-V functional and the def2-TZVPD basis) of 2 unconnected molecules or ions with the total composition C4H2BrIS.

HOMO level (spin up / spin down), eV: -8.10 / -8.10
Orbital gap (spin up / spin down), eV: 6.699 / 6.702

Structure (XYZ):
```
9
Properties=species:S:1:pos:R:3:forces:R:3
C -0.585990 1.460676 -1.686303 0.585 0.586 2.046
C 1.022154 -1.526243 0.945611 -0.544 -0.680 -0.030
C -0.532736 2.060317 -0.610270 -0.671 0.457 -1.607
C -0.259899 -1.337698 0.901231 -0.066 0.116 0.106
S 2.583864 -1.030987 1.039833 0.836 0.533 -0.009
Br -0.762764 3.372027 0.735809 0.365 -1.633 -1.374
I -2.042573 -1.127297 0.053322 0.400 -0.482 0.256
H -0.492005 0.773618 -2.535605 -0.132 0.783 0.836
H 1.069947 -2.644412 1.156372 -0.773 0.321 -0.224
```
Forces are in eV/Å.

Mulliken population analysis, charges in e, atoms 1 to 2: 0.12, -0.03

---

4.
The following is a DFT calculation (the ωB97M-V functional and the def2-TZVPD basis) of 2 unconnected molecules or ions with the total composition C4H2Cl2N2O6S.

HOMO level (spin up / spin down), eV: -10.70 / -10.70
Orbital gap (spin up / spin down), eV: 8.578 / 8.578

Structure (XYZ):
```
17
Properties=species:S:1:pos:R:3:forces:R:3
C 1.559230 -0.215352 0.145788 0.846 1.559 -0.393
C 0.844332 0.948364 0.874962 -1.060 -1.252 -2.120
C 1.105881 -1.444065 0.182799 0.126 -0.476 0.508
C -0.195010 1.640603 0.327590 0.663 -0.350 0.881
N 1.857145 -2.562143 -0.434457 2.062 4.912 -0.605
N -0.546749 1.389416 -1.034225 0.563 -0.908 -2.596
O 1.497517 -3.650442 -0.310490 -2.008 -4.201 0.765
O 2.865077 -2.212451 -1.022766 0.520 -0.062 -0.462
O 0.241958 0.825732 -1.809487 -0.882 0.973 1.469
O -1.670149 1.740373 -1.379999 0.781 0.152 -0.482
O -4.042462 1.596797 0.466346 0.284 -0.595 -0.454
O -2.757126 -0.500072 0.409040 0.295 0.373 -0.083
S -3.399749 0.567464 -0.313552 -1.696 -0.314 0.643
Cl 1.193406 1.065283 2.487359 0.363 0.352 1.297
Cl -1.369630 2.655538 1.059027 1.316 -0.035 0.718
H 2.517435 -0.055030 -0.409386 -1.035 0.192 0.552
H 0.298895 -1.790015 0.761452 -1.139 -0.318 0.362
```
Forces are in eV/Å.

Mulliken population analysis, charges in e, atoms 1 to 2: -0.35, 0.41

---

5.
The following is a DFT calculation (the ωB97M-V functional and the def2-TZVPD basis) of 2 unconnected molecules or ions with the total composition C4H2Cl2O2.

HOMO level (spin up / spin down), eV: -9.17 / -9.18
Orbital gap (spin up / spin down), eV: 7.361 / 7.382
SMILES: Cl/C=C/Cl.O=C=C=O

Structure (XYZ):
```
10
Properties=species:S:1:pos:R:3:forces:R:3
C 1.514701 1.431932 -1.221632 0.571 -1.046 -2.643
C 1.265238 1.688124 0.030227 0.815 -0.932 -3.911
C -0.880992 -1.465413 0.860640 0.717 -4.208 -0.465
C -1.070997 -0.578175 -0.059303 0.563 -0.750 -1.558
O 1.745161 1.063073 -2.378015 -0.730 1.291 3.701
O 1.090376 1.963439 1.131645 -0.541 0.745 2.824
Cl -0.973400 -1.028030 2.500932 0.059 -0.127 0.561
Cl -0.918915 -0.870167 -1.763816 -0.227 0.129 0.601
H -0.639124 -2.571460 0.571614 -0.563 2.126 0.979
H -1.132048 0.366677 0.327708 -0.665 2.772 -0.089
```
Forces are in eV/Å.

Mulliken population analysis, charges in e, atoms 1 to 2: 0.27, 0.50

---

6.
The following is a DFT calculation (the ωB97M-V functional and the def2-TZVPD basis) of a single C4H2ClF2N molecule.

HOMO level, eV: -10.48
Orbital gap, eV: 10.159
SMILES: N#C[C@@]1(F)[C@H](Cl)[C@@H]1F

Structure (XYZ):
```
10
Properties=species:S:1:pos:R:3:forces:R:3
C -0.905104 0.255853 0.186268 -1.684 -3.186 -3.005
C 0.048908 -0.439649 1.064572 -0.176 -1.182 2.524
C 0.501414 -0.028496 -0.342055 0.038 3.440 3.568
C 0.769823 -0.602994 -1.551375 2.943 -4.199 -14.379
H -1.668739 -0.237485 -0.538425 1.208 0.202 2.045
H -0.171871 -1.513986 1.540192 0.972 2.606 -1.252
N 1.025889 -0.908796 -2.823154 -2.526 2.773 12.459
F 0.563007 0.533868 2.008693 -0.774 -2.902 -1.174
F 1.184032 1.162681 -0.128025 1.131 -0.454 -1.188
Cl -1.347358 1.779004 0.583309 -1.132 2.902 0.402
```
Forces are in eV/Å.

Mulliken population analysis, charges in e, atoms 1 to 2: -0.20, -0.01

---

7.
The following is a DFT calculation (the ωB97M-V functional and the def2-TZVPD basis) of a single C4H2ClNS2 molecule.

HOMO level, eV: -9.25
Orbital gap, eV: 8.255
SMILES: N#C/C(=C/Cl)C(=S)S

Structure (XYZ):
```
10
Properties=species:S:1:pos:R:3:forces:R:3
C -0.558980 -0.583430 0.100004 1.168 0.826 1.577
C -0.253395 0.860477 -0.214871 -0.434 -3.425 0.017
C 0.985736 1.232390 -0.236742 3.348 4.590 -0.588
C -1.413293 1.591629 -0.307632 -6.804 7.275 3.427
H -0.654844 -2.564011 -0.408371 -0.306 -0.469 -0.882
H 1.292070 2.364448 -0.326100 -1.011 -2.346 -0.001
N -2.315875 2.344125 0.077460 5.370 -4.945 -3.102
S -0.783986 -1.542762 -1.294111 -0.017 -0.954 0.929
S -0.380102 -0.978319 1.698606 -0.537 -0.266 -1.502
Cl 2.449347 0.324799 -0.136719 -0.777 -0.287 0.124
```
Forces are in eV/Å.

Mulliken population analysis, charges in e, atoms 1 to 2: 0.03, 0.25

---

8.
The following is a DFT calculation (the ωB97M-V functional and the def2-TZVPD basis) of a gas-phase ion, C4H2ClO2 (charge -1).

HOMO level, eV: -2.55
Orbital gap, eV: 6.005
Net charge: -1
SMILES: C=C([O-])C(Cl)=C=O

Structure (XYZ):
```
9
Properties=species:S:1:pos:R:3:forces:R:3
C -0.084913 0.840669 -0.210216 -1.206 -0.715 1.101
C 0.499129 1.980348 -0.501551 2.018 0.140 -1.768
C 0.412745 -0.656149 -0.025635 0.874 -1.032 1.268
C -0.397291 -1.684190 0.497787 -0.377 7.047 -0.692
O 1.075844 2.893295 -0.998863 -1.118 -1.005 1.211
O 1.632357 -0.809379 -0.234987 0.756 0.725 -1.171
Cl -1.729104 1.293798 0.340210 -0.161 -0.085 -0.064
H -1.290864 -1.252956 0.827905 -1.843 -0.675 0.511
H -0.117903 -2.605438 0.305349 1.057 -4.400 -0.395
```
Forces are in eV/Å.

Mulliken population analysis, charges in e, atoms 1 to 2: 0.04, 0.51

---

Respective E_tot values: -1148.0573; -5376.7796; -3423.2585; -2032.8713; -1224.3346; -868.1231; -1464.8455; -764.2462 hartree.
Respective ΔE to the lowest compared entry with this formula, charge and spin values: 0.00; 4.68; 10.18; 14.37; 87.47; 76.28; 33.99; 54.81 kcal per mole.
Respective largest force on an atom values: 3.10; 7.83; 2.21; 5.36; 4.29; 15.27; 10.53; 7.09 eV/A.